ORCA calculation (ωB97M-V with the def2-TZVPD basis set) on a structure of composition C47H46GeHgN5O4P at a distorted geometry.

The geometry in ORCA input format:
```
! RIJCOSX wB97M-V def2-TZVPD def2/J DEFGRID3
* xyz 0 1
Hg 0.17719 0.23544 0.54943
Ge 0.80612 2.41777 1.80656
P 3.34476 -1.77442 -0.19744
O 2.33184 2.81117 -1.28220
O 2.61985 -1.26048 1.02114
O 3.96297 -3.12907 -0.18878
O -0.07591 -0.32351 -3.53741
N 1.02425 1.07938 -2.04785
N 1.19741 1.44964 -4.26998
N -1.79344 -0.14632 -1.32412
N 4.28785 0.67962 0.36448
N 1.42184 -3.17266 -1.32336
C 5.72137 3.17987 -3.57252
C -4.05741 0.08616 1.58718
C -1.78105 1.07850 4.85209
C -0.24433 -2.75706 1.56818
C 1.34303 5.57274 -5.81552
C -4.49633 1.91884 0.11383
C 2.63227 3.11714 2.13381
C 6.23814 2.12413 -4.31363
C -0.92982 -3.86526 2.06296
C -0.90917 -1.63712 1.06412
C -2.30812 -1.62477 1.13836
C 3.48323 2.36231 -3.94443
C -2.31360 -3.84625 2.10896
C -0.98770 4.76678 1.99182
C 4.35368 3.30173 -3.39188
C -1.94582 5.65604 1.52565
C -2.99294 -2.72057 1.66425
C 3.09438 4.28520 1.53366
C -3.53277 1.43875 -0.75569
C 0.60378 6.37952 -4.96035
C -3.07300 -0.41056 0.73516
C 4.54464 -0.40513 -0.60601
C 0.06649 2.03267 3.60609
C 1.49422 3.88557 -4.09964
C 4.86183 2.73540 3.01047
C 2.15112 -1.90380 -1.63139
C 0.15789 1.87919 6.01874
C -1.09683 1.29002 6.04225
C 5.31382 3.88797 2.37827
C 5.37800 1.18738 -4.86245
C -2.35145 5.61021 0.19880
C -1.19890 1.44378 3.64970
C 3.53197 2.35485 2.88127
C 1.78559 4.33255 -5.38676
C 4.00571 1.30184 -4.67375
C 0.63302 0.64497 -3.31183
C -4.76826 1.23755 1.28955
C 0.31560 5.93910 -3.67892
C -2.81231 0.28242 -0.46274
C 1.98334 2.50753 -3.68370
C 0.73177 2.24998 4.80870
C 0.75615 4.69510 -3.24687
C 4.42401 4.66645 1.64931
C -0.84939 3.77841 -0.18416
C -0.42066 3.82097 1.14089
C -1.80134 4.66906 -0.65992
C 1.77244 2.16059 -2.18685
H -3.32161 1.96758 -1.67873
H 1.58373 5.91332 -6.81453
H 2.40779 4.89146 0.95334
H 6.35430 4.17671 2.45966
H -2.38723 6.37839 2.20140
H 6.38839 3.91512 -3.14006
H 1.70795 2.72233 4.80488
H -3.10162 6.30251 -0.16328
H -2.86103 -4.68552 2.51883
H -4.07412 -2.68562 1.73162
H -5.51914 1.60690 1.97562
H 3.78681 1.53428 -0.06185
H 2.15298 -3.81359 -0.95578
H 3.33816 0.56435 -5.10146
H 5.11128 1.01417 0.85750
H 7.30588 2.03702 -4.46867
H 0.74170 -3.01257 -0.56241
H -5.03697 2.82402 -0.13108
H 2.37245 3.70746 -6.05061
H 5.54592 2.13399 3.59774
H -1.73946 1.27972 2.72000
H 0.53655 4.36762 -2.23844
H 0.25720 7.34906 -5.29382
H -0.69147 4.79005 3.03518
H 5.54974 -0.80205 -0.47480
H 3.95181 4.12452 -2.81591
H -0.37902 -4.72241 2.43241
H 2.69415 -2.02828 -2.56640
H 0.93605 1.41725 -5.23941
H -2.76648 0.62803 4.85838
H -1.54163 0.98965 6.98281
H -4.25043 -0.43077 2.51974
H 4.43595 -0.05862 -1.63288
H 3.61667 0.28265 1.05205
H -0.25262 6.56619 -3.00317
H 4.77707 5.56848 1.16440
H 0.83885 -2.73513 1.68882
H 0.68954 2.05052 6.94701
H -1.75518 0.32565 -2.21513
H -0.44349 3.01754 -0.84607
H 5.77361 0.36077 -5.43909
H 0.93599 -3.56341 -2.12468
H 3.18936 1.43920 3.35618
H 1.46386 -1.07057 -1.71867
H -2.12681 4.62264 -1.69287
H -1.72690 -1.14659 -1.43158
*
```

- E (a.u.) = -4965.172218


ORCA calculation (ωB97M-V with the def2-TZVPD basis set) on a cluster of 7 separate species, C47H46N5O26 in total at a distorted geometry.

The geometry in ORCA input format:
```
! RIJCOSX wB97M-V def2-TZVPD def2/J DEFGRID3
* xyz 1 1
O 5.51263 5.05299 6.90183
O -1.57957 3.28283 3.85383
O 0.57787 -3.77448 -1.91150
O -1.74576 3.10099 6.60322
O -0.69620 -0.81718 -3.19351
O -3.20506 0.59775 -6.88407
O 3.19862 -7.66410 -1.96520
O 7.03272 -4.51542 -6.34599
O 3.01051 -0.69485 1.93263
O -6.99624 -1.05220 3.33311
O 4.61968 4.22866 4.58014
O 1.18766 6.01738 8.45303
O 0.28476 5.11019 6.13967
O 0.37466 -3.73973 -4.52776
O -4.15106 -0.55967 3.28534
O 5.29948 -1.71948 -1.97153
O -6.89490 -1.15175 -1.36205
O 3.60397 -2.63899 -3.76044
O -4.38675 -0.69757 5.92114
O -5.12025 1.26489 -5.20330
O -2.63290 -0.24193 -1.51803
O 8.73399 -3.66369 -4.52175
O -0.12905 4.11862 -2.90711
O 3.06008 -7.58863 -4.59127
O -9.58309 -0.54696 3.37340
O -9.44767 -0.57340 -1.31932
N 1.77744 1.13268 -0.56666
N 0.70797 -2.41729 1.67718
N 5.15011 -1.88705 1.83402
N 1.86500 -0.21754 -2.53831
N 3.13981 -0.72897 -0.53123
C -4.13673 0.77729 -4.69409
C 0.03863 3.92369 -1.51511
C -2.20735 2.35595 4.33097
C -7.46904 -1.01295 -0.17182
C -2.84707 0.00982 -2.80836
C -8.99774 -0.67013 2.19178
C -3.98383 0.54288 -3.26615
C 1.49742 5.09585 6.26728
C 1.60896 -2.13566 0.57620
C -9.65576 -0.53942 1.03116
C -1.71286 -0.35074 -3.72439
C -8.93916 -0.68996 -0.22110
C 1.15672 -4.68987 -2.47780
C 5.80486 -2.40474 -2.99681
C -3.71704 0.22792 5.50928
C -2.84703 1.36556 3.48382
C -0.89878 2.55805 0.45793
C -7.52341 -0.97004 2.23906
C 1.07037 4.19953 -3.63337
C -2.99798 0.38263 -5.60936
C 1.19587 0.34462 0.57018
C -0.83324 2.77910 -1.05736
C 7.11135 -2.63838 -3.15107
C 2.07478 5.58984 7.56749
C -2.34348 2.20908 5.82778
C 3.72477 4.63603 5.47003
C 2.40629 4.63403 5.23916
C 2.29618 -0.78195 0.71028
C 1.69795 -5.66635 -4.69832
C 2.50913 -6.68304 -2.51313
C 1.89276 -5.72884 -1.79604
C 3.39568 5.58923 7.79925
C -3.55413 0.36307 4.02033
C 7.57249 -3.39224 -4.30923
C 5.23402 -3.61875 -5.14749
C 1.08402 -4.71883 -3.97843
C 4.78223 -2.89249 -3.98549
C 0.39949 2.68399 1.28352
C 4.30512 5.10518 6.77794
C 2.25146 0.06910 -1.33192
C 4.13801 -1.35407 1.93772
C 2.45831 -6.70197 -4.02137
C -3.05988 1.20501 6.36103
C -1.85423 -0.15069 -5.13104
C -6.80898 -1.14257 0.98581
C 6.54629 -3.86066 -5.31174
C 1.02660 1.34765 1.71188
H -1.24370 3.76169 6.09284
H 8.00182 -4.55510 -6.22264
H 4.33228 -1.72821 -2.09369
H 4.49006 -3.94911 -5.85881
H -0.14399 4.83954 -0.94860
H 7.85316 -2.29134 -2.44563
H -1.84690 3.00942 -1.39198
H 5.49024 4.33671 5.01342
H 3.53837 -8.21011 -2.70200
H -5.75322 -1.37006 1.03344
H 0.86146 4.72136 -4.56376
H -1.03308 -0.43460 -5.77427
H 0.04824 -3.19099 -3.78873
H 2.58802 1.63578 -0.21595
H 0.85117 -0.37864 -2.72148
H 1.09996 -2.13109 -0.39336
H 0.47386 -3.39997 1.67302
H 0.47554 0.91324 2.54356
H 3.96126 -0.13317 -0.37763
H -1.66949 3.17940 0.90366
H 2.48932 -0.31667 -3.32947
H 1.08042 3.65152 -1.32748
H -4.61309 -1.16298 3.90231
H -3.17193 1.08734 7.42948
H 1.17742 3.29059 0.82719
H 1.84055 4.76675 -3.11009
H -0.15976 -1.91071 1.55382
H -8.88753 -0.68560 4.04374
H 0.23048 -0.09193 0.33907
H -0.55552 1.87511 -1.59765
H -1.74586 -0.63670 -1.46251
H 1.65451 -5.69608 -5.77789
H -1.24884 1.53131 0.59433
H -10.71334 -0.32258 0.98451
H -7.60733 -1.00534 -2.01649
H 1.97921 4.29934 4.30725
H 2.02224 1.56442 2.10449
H -2.73029 1.47680 2.41474
H 0.30827 5.91096 8.04545
H -4.80595 0.80738 -2.61550
H 0.12753 3.18249 2.21012
H 3.82139 5.93856 8.72897
H 1.92392 -5.70604 -0.71574
H 2.39216 -2.88810 0.50380
H -4.09932 0.98906 -6.96522
H 1.45579 3.20947 -3.90109
*
```

- E (a.u.) = -4048.230430


ORCA calculation (ωB97M-V with the def2-TZVPD basis set) on a structure of composition C47H47AuN4OP2S at a distorted geometry.

The geometry in ORCA input format:
```
! RIJCOSX wB97M-V def2-TZVPD def2/J DEFGRID3
* xyz 2 1
Au -0.11307 -0.12003 -0.15372
S 5.62223 5.53076 0.63614
P 1.95302 0.52894 -1.03815
P 0.39409 2.04132 0.49358
O -3.50168 -3.35539 4.69003
N -4.32071 -3.41969 2.57598
N 1.73714 2.11343 -0.53153
N -5.19185 -6.76702 -5.56695
N -0.43480 -1.51372 1.82671
C -4.75796 -2.40426 0.34185
C -1.94145 -2.95285 2.99612
C 6.15331 -0.35499 0.43996
C -0.02935 3.01932 4.37862
C -0.84190 3.19280 -0.08753
C -2.94044 -2.90110 -3.80822
C 2.53488 3.27417 -0.98199
C -3.10673 -5.57595 -3.03547
C -1.52277 -2.43140 -1.87095
C 4.41473 4.89260 -0.54497
C -2.66074 5.03665 -1.06791
C -6.33408 -2.35357 3.57038
C -1.61458 5.46425 -0.25933
C 5.93811 0.06322 -0.86577
C -0.27338 2.81101 3.03173
C -2.36581 -4.68984 -2.27918
C -0.87241 -3.72315 3.43934
C 1.81295 0.34898 -2.79830
C -2.80152 3.69315 -1.38719
C 3.56825 0.01771 -0.47416
C 3.78599 -0.40014 0.83718
C -1.66915 -1.84746 2.21103
C 0.82437 1.06672 -4.86238
C -2.27545 -3.34662 -2.66124
C 1.02098 1.25534 -3.50703
C 3.60268 3.72571 0.00316
C -3.77607 -5.12095 -4.17185
C -5.67436 -3.63982 3.09791
C 1.24741 2.83185 4.89067
C -4.12313 -3.53724 1.13720
C 2.15707 -0.94528 -4.78834
C 1.38927 -0.03279 -5.49918
C 5.07848 -0.58938 1.29058
C -0.90636 -1.62938 -1.19622
C 2.28575 2.42672 4.06122
C 0.57783 -2.29555 2.20210
C 2.04933 2.20655 2.71599
C -0.70840 4.54590 0.24211
C 4.64657 0.23915 -1.33861
C -3.33302 -3.26643 3.48730
C -1.89073 2.76830 -0.90391
C -4.56026 -6.03494 -4.94773
C 6.85928 4.22296 0.55006
C 0.77154 2.41165 2.19474
C 2.37397 -0.75992 -3.43370
C -3.69244 -3.78301 -4.55814
C 0.40764 -3.39738 3.02103
H 1.22634 -0.17905 -6.55839
H -1.51231 6.51161 -0.01099
H 1.83316 4.08451 -1.20119
H 2.58660 -1.80192 -5.28880
H -1.05716 -4.56448 4.09433
H -4.42089 -1.42994 0.70059
H -3.37370 5.75624 -1.44691
H -6.25182 -4.10645 2.29952
H 2.86238 1.90290 2.07035
H 7.16756 4.05859 -0.48220
H 5.25061 -0.92043 2.30559
H -4.55432 -4.49152 0.82068
H 0.09007 4.87808 0.89535
H 0.22920 1.77242 -5.42542
H -1.27014 2.96499 2.63652
H -6.40245 -1.62277 2.76367
H -2.47239 -1.20213 1.87615
H 7.72303 4.56835 1.11410
H -3.17494 -6.61726 -2.75360
H 6.77592 0.24316 -1.52553
H -5.77051 -1.91946 4.39485
H -4.21411 -3.44746 -5.44334
H 0.56607 2.10105 -3.00309
H 2.96628 -1.47737 -2.87995
H 1.43566 3.00514 5.94149
H -2.86511 -1.86317 -4.10211
H -0.83498 3.33312 5.02774
H 4.93272 4.61173 -1.46583
H 3.14263 4.02850 0.94363
H -7.34331 -2.56203 3.92439
H 3.28001 2.29096 4.46439
H -1.84682 -5.03110 -1.39390
H 1.26279 -3.98616 3.31973
H -5.84497 -2.42618 0.41705
H 2.95155 -0.55736 1.51330
H -2.00477 1.72140 -1.16630
H -3.62319 3.36597 -2.00920
H 4.48797 0.55763 -2.35934
H -4.49410 -2.49634 -0.71243
H 4.26803 2.88481 0.22434
H 2.98546 2.99043 -1.93740
H 1.56341 -2.03857 1.82593
H 3.76023 5.73160 -0.78913
H 6.50928 3.29034 0.99236
H -3.05563 -3.59881 0.92741
H -5.60531 -4.34960 3.92223
H 7.16374 -0.50392 0.79627
*
```

- E (a.u.) = -3329.480406
- energy above the lowest of the compared OMol25 structures with the same formula, charge and spin (kJ/mol) = 52.6


ORCA calculation (ωB97M-V with the def2-TZVPD basis set) on a structure of composition C47H47ClMoN8O3SSiTe at a distorted geometry.

The geometry in ORCA input format:
```
! RIJCOSX wB97M-V def2-TZVPD def2/J DEFGRID3
* xyz 0 1
Te -3.75505 2.16927 -3.01409
Mo -0.80131 -0.66633 0.68522
Cl -4.24158 -1.19512 0.07902
S -2.69408 -4.17729 -1.83235
Si 2.46148 -0.21965 1.84343
O 0.91275 -0.71376 -0.59264
O 4.34363 -1.59783 -2.71473
O -1.51466 -2.12490 2.34156
N -0.34710 2.46729 3.42345
N -1.43476 0.58563 -0.99144
N 0.25396 3.65169 3.81327
N -0.94438 0.89767 2.21749
N -0.14049 1.95615 2.27032
N 0.87549 -1.04013 1.93398
N -1.27137 -2.23873 -0.44137
N -1.22565 1.85595 4.18769
C 1.58518 -1.92394 4.18251
C -1.73230 3.18300 0.13348
C -2.56883 4.97167 -2.93616
C 2.81495 1.04834 0.53777
C -2.99359 -0.26909 1.00535
C -0.70086 5.23552 0.83236
C 2.35918 2.20594 -5.24321
C -0.96930 5.93684 -4.45860
C 0.61632 1.12131 -2.04186
C 2.65866 0.82791 3.41941
C -2.55962 3.78171 -3.65961
C -2.35240 -3.25025 2.14240
C -2.25936 0.67377 -3.37857
C -1.87020 -3.06171 -1.03603
C 3.81343 -3.84045 -1.24213
C 1.97589 1.42421 -4.01029
C 3.18984 -1.72720 -2.35032
C -0.53341 2.76742 -0.44761
C -1.78219 6.04472 -3.33829
C 2.78960 -3.02757 -1.72928
C -0.60009 -2.27958 3.39528
C 1.19022 -4.73046 -1.16972
C -1.78731 -4.40073 1.63461
C -4.48268 -4.28681 2.31698
C -3.94246 -5.45872 1.80656
C 2.25457 -0.56324 -2.57560
C -1.81422 4.40051 0.78350
C 0.64361 -1.71169 3.14900
C 3.52634 -5.07959 -0.69991
C 3.83920 -1.46077 1.74915
C -0.00508 -3.11257 5.55134
C -1.76566 3.68783 -4.80176
C 1.27078 -2.60528 5.34528
C 1.47777 -3.47528 -1.69354
C 1.00025 1.88044 -3.13868
C -1.58331 0.85358 3.39447
C -0.94758 -2.95208 4.55306
C 0.48491 4.84884 0.22178
C 2.20859 -5.52471 -0.66421
C 1.22182 -0.12362 -1.71711
C -1.83604 -0.18767 -2.19464
C -0.96640 4.75671 -5.19035
C -3.67887 -3.16595 2.49218
C 0.56737 3.61820 -0.41624
C -0.46586 1.46494 -1.13522
C 2.58408 0.21746 -3.68452
C -2.59479 -5.51316 1.46497
H 2.76336 1.88070 3.13802
H 3.74190 -2.02050 0.81442
H 1.34770 5.50330 0.24017
H -5.53213 -4.23561 2.57681
H -3.18112 0.75869 0.72807
H 1.08448 3.76099 3.24304
H -0.35060 4.66883 -6.07711
H -2.66488 -0.81525 -1.90276
H -3.17905 5.05986 -2.04517
H 1.50163 3.30501 -0.86398
H -0.76524 6.19424 1.33281
H 2.03922 -2.73985 6.09642
H -2.65399 0.01205 -4.14779
H 0.48490 3.55225 4.79469
H -2.60018 2.54673 0.04226
H -1.79540 6.96254 -2.76339
H -4.08305 -2.24366 2.88893
H -1.41715 1.21859 -3.80169
H 3.85246 -2.18719 2.56486
H -0.34942 6.77002 -4.76515
H 4.83176 -3.47945 -1.30147
H 3.18803 0.61689 -0.38937
H 3.39669 -0.14618 -4.30255
H -1.04055 -0.84822 -2.54041
H 1.83348 0.73060 4.12842
H 2.71581 3.20658 -4.98773
H 0.16896 -5.08621 -1.16143
H 4.32430 -5.69882 -0.31008
H -0.25715 -3.64974 6.45576
H -3.27273 -0.39923 2.04515
H 1.97536 -6.49732 -0.24704
H 3.57423 0.55263 3.95565
H 0.67926 -2.85233 -2.07693
H 3.15119 1.70024 -5.79520
H 2.59605 -1.56957 4.07227
H -2.74980 4.71145 1.23335
H -2.17214 -6.41906 1.04882
H 0.49318 2.82362 -3.33027
H -1.94040 -3.36715 4.65922
H 1.95384 1.67928 0.31357
H 1.50917 2.32631 -5.91888
H -1.77430 2.78771 -5.40476
H 3.60513 1.68610 0.95150
H -0.73546 -4.41425 1.37116
H -4.57309 -6.32628 1.65906
H -2.28421 0.09138 3.67967
H 4.80296 -0.93939 1.73222
*
```

- E (a.u.) = -3967.024453
- energy above the lowest of the compared OMol25 structures with the same formula, charge and spin (kJ/mol) = 196.6


Q: Among the records above, which one has the highest E?
A: C47H47AuN4OP2S